No. 1
{
  "formula": "C3H14O4",
  "method": "the ωB97M-V functional and the def2-TZVPD basis",
  "e_above_lowest_kcal_mol": 61.0,
  "gap_ev": 10.43,
  "homo_ev": -10.02,
  "smiles": "CC(C)O.O.O.O",
  "symbols": ["C", "C", "C", "O", "H", "H", "H", "H", "H", "H", "H", "H", "O", "H", "H", "O", "H", "H", "O", "H", "H"],
  "coordinates": [[1.593, -0.989, -1.067], [0.414, -1.904, -0.196], [-0.668, -2.558, -1.158], [-0.175, -0.992, 0.738], [1.934, -0.012, -0.555], [1.019, -0.574, -1.937], [2.451, -1.590, -1.519], [0.936, -2.652, 0.413], [-0.109, -3.244, -1.846], [-1.281, -1.821, -1.685], [-1.399, -3.272, -0.657], [-0.514, -1.335, 1.544], [-1.037, 2.010, -0.528], [-1.246, 2.153, -1.449], [-0.992, 3.052, -0.323], [-4.113, 4.302, -2.647], [-3.652, 4.760, -1.913], [-4.494, 3.684, -2.097], [3.925, 0.765, 5.612], [3.618, 0.174, 4.910], [3.793, 0.045, 6.359]],
  "nbo_charge": [-0.651, 0.130, -0.648, -0.748, 0.234, 0.202, 0.211, 0.157, 0.210, 0.218, 0.209, 0.474, -0.910, 0.459, 0.453, -0.913, 0.457, 0.457, -0.922, 0.462, 0.460]
}

***

No. 2
{
  "formula": "C40H106Li2N10O18",
  "method": "the ωB97M-V functional and the def2-TZVPD basis",
  "gap_ev": 7.21,
  "homo_ev": -8.04,
  "symbols": ["Li", "Li", "O", "C", "C", "O", "H", "H", "H", "H", "C", "O", "N", "N", "H", "H", "H", "H", "C", "O", "N", "N", "H", "H", "H", "H", "C", "O", "C", "C", "N", "C", "C", "O", "C", "H", "H", "H", "H", "H", "H", "H", "H", "H", "H", "H", "H", "H", "H", "H", "C", "O", "C", "C", "N", "C", "C", "O", "C", "H", "H", "H", "H", "H", "H", "H", "H", "H", "H", "H", "H", "H", "H", "H", "C", "O", "C", "C", "N", "C", "C", "O", "C", "H", "H", "H", "H", "H", "H", "H", "H", "H", "H", "H", "H", "H", "H", "H", "C", "O", "C", "C", "N", "C", "C", "O", "C", "H", "H", "H", "H", "H", "H", "H", "H", "H", "H", "H", "H", "H", "H", "H", "C", "O", "C", "C", "N", "C", "C", "O", "C", "H", "H", "H", "H", "H", "H", "H", "H", "H", "H", "H", "H", "H", "H", "H", "C", "O", "C", "C", "N", "C", "C", "O", "C", "H", "H", "H", "H", "H", "H", "H", "H", "H", "H", "H", "H", "H", "H", "H", "O", "H", "H", "O", "H", "H"],
  "coordinates": [[0.874, 1.968, -1.954], [-1.003, 2.478, 1.089], [-0.626, 1.751, -0.691], [-0.417, 0.387, -0.387], [0.910, -0.278, -0.825], [1.419, 0.035, -2.083], [-1.280, -0.220, -0.720], [-0.456, 0.223, 0.716], [0.748, -1.360, -0.653], [1.648, 0.011, -0.041], [0.473, -0.740, -5.593], [-0.029, -0.982, -6.689], [1.714, -1.227, -5.233], [-0.112, 0.039, -4.621], [2.240, -1.657, -5.965], [2.061, -1.026, -4.312], [0.357, -0.002, -3.720], [-1.038, 0.385, -4.784], [4.871, 0.025, -3.572], [5.810, -0.182, -4.323], [3.694, 0.665, -3.953], [4.680, -0.545, -2.319], [3.585, 1.112, -4.840], [2.977, 0.688, -3.238], [3.738, -0.509, -1.948], [5.370, -1.096, -1.851], [-2.610, -5.852, 7.919], [-3.286, -4.962, 7.050], [-2.996, -3.621, 7.332], [-3.794, -2.740, 6.419], [-3.201, -2.692, 5.100], [-4.083, -2.029, 4.129], [-3.371, -1.726, 2.845], [-3.155, -2.898, 2.124], [-2.567, -2.653, 0.863], [-1.529, -5.808, 7.755], [-2.969, -6.851, 7.677], [-2.870, -5.638, 8.961], [-1.920, -3.436, 7.200], [-3.246, -3.371, 8.374], [-3.801, -1.753, 6.888], [-4.824, -3.127, 6.375], [-3.136, -3.644, 4.748], [-4.481, -1.075, 4.493], [-4.971, -2.654, 3.941], [-2.402, -1.228, 3.046], [-3.913, -0.925, 2.308], [-1.592, -2.154, 0.962], [-3.205, -1.988, 0.266], [-2.453, -3.615, 0.374], [9.172, 2.330, 6.863], [7.887, 1.851, 6.632], [7.373, 2.285, 5.392], [6.040, 1.603, 5.164], [6.085, 0.157, 5.117], [6.795, -0.409, 3.985], [6.234, -0.013, 2.641], [4.998, -0.652, 2.462], [4.282, -0.240, 1.317], [9.189, 3.375, 7.187], [9.856, 2.206, 6.011], [9.634, 1.726, 7.649], [8.087, 2.021, 4.597], [7.257, 3.378, 5.340], [5.565, 2.011, 4.269], [5.376, 1.954, 5.964], [6.531, -0.126, 5.983], [6.758, -1.496, 4.077], [7.868, -0.150, 3.973], [6.953, -0.323, 1.867], [6.168, 1.082, 2.572], [3.737, 0.693, 1.504], [3.463, -0.956, 1.197], [4.918, -0.306, 0.434], [1.204, -1.008, 3.395], [1.385, -0.220, 4.568], [2.358, 0.797, 4.413], [2.121, 1.832, 5.475], [0.774, 2.382, 5.296], [0.409, 3.358, 6.282], [-1.074, 3.649, 6.177], [-1.402, 4.186, 4.891], [-2.790, 4.064, 4.611], [2.123, -1.519, 3.087], [0.864, -0.367, 2.573], [0.459, -1.773, 3.607], [2.290, 1.306, 3.437], [3.343, 0.317, 4.445], [2.856, 2.636, 5.392], [2.286, 1.379, 6.465], [0.152, 1.584, 5.411], [0.992, 4.276, 6.204], [0.501, 3.022, 7.332], [-1.427, 4.318, 6.967], [-1.597, 2.680, 6.251], [-2.987, 4.592, 3.682], [-3.385, 4.534, 5.406], [-3.098, 3.013, 4.544], [2.688, -3.656, -1.710], [2.876, -4.719, -2.618], [2.656, -4.354, -3.974], [3.795, -3.527, -4.521], [5.017, -4.318, -4.452], [6.234, -3.513, -4.558], [6.633, -3.168, -5.975], [6.804, -4.271, -6.843], [7.636, -5.264, -6.325], [2.838, -4.097, -0.723], [1.662, -3.262, -1.755], [3.357, -2.799, -1.844], [1.676, -3.870, -4.088], [2.544, -5.294, -4.521], [3.810, -2.594, -3.931], [3.697, -3.272, -5.577], [5.029, -4.888, -3.619], [7.052, -4.042, -4.059], [6.114, -2.583, -3.981], [7.574, -2.600, -5.934], [5.878, -2.534, -6.440], [8.560, -4.836, -5.920], [7.819, -5.978, -7.128], [7.147, -5.864, -5.545], [-7.181, 1.990, -7.479], [-7.172, 0.813, -6.703], [-5.901, 0.208, -6.646], [-6.089, -1.111, -5.914], [-4.828, -1.700, -5.478], [-5.015, -2.484, -4.242], [-3.717, -3.068, -3.786], [-2.872, -2.046, -3.324], [-1.671, -2.594, -2.870], [-6.447, 1.943, -8.288], [-6.968, 2.862, -6.848], [-8.177, 2.114, -7.901], [-5.206, 0.866, -6.103], [-5.546, 0.032, -7.666], [-6.627, -1.766, -6.608], [-6.803, -0.888, -5.101], [-4.302, -0.896, -5.127], [-5.763, -3.268, -4.367], [-5.394, -1.817, -3.462], [-3.261, -3.656, -4.594], [-3.962, -3.809, -2.999], [-1.076, -1.828, -2.377], [-1.062, -3.057, -3.651], [-1.936, -3.331, -2.095], [-5.384, 1.141, -0.310], [-5.368, 2.308, -1.100], [-6.627, 2.733, -1.584], [-6.438, 3.916, -2.489], [-5.851, 5.026, -1.775], [-5.902, 6.283, -2.518], [-4.825, 7.215, -2.019], [-3.575, 6.609, -2.198], [-2.542, 7.430, -1.730], [-5.985, 1.284, 0.592], [-4.338, 0.964, -0.043], [-5.681, 0.259, -0.889], [-7.337, 2.945, -0.779], [-7.021, 1.912, -2.190], [-7.434, 4.173, -2.858], [-5.811, 3.663, -3.357], [-4.859, 4.893, -1.607], [-6.860, 6.799, -2.375], [-5.804, 6.154, -3.610], [-4.987, 7.355, -0.939], [-4.866, 8.186, -2.523], [-1.604, 6.928, -1.978], [-2.616, 7.569, -0.647], [-2.490, 8.389, -2.261], [-0.577, 1.711, 2.889], [-0.387, 2.493, 3.449], [-0.565, 0.979, 3.515], [-2.865, 2.820, -2.257], [-2.200, 2.442, -1.651], [-3.729, 2.671, -1.833]],
  "mulliken_charge": [0.712, 0.792, -1.428, 2.441, -0.638, -0.916, -0.318, -1.042, 0.010, 0.070, 0.381, -0.753, 0.026, -0.157, 0.155, 0.038, 0.203, 0.242, 0.422, -0.650, -0.221, -0.029, 0.184, 0.186, -0.165, 0.227, -0.724, -0.303, -0.609, -0.632, -0.177, -1.125, 0.508, -0.476, -0.302, 0.294, 0.242, 0.297, 0.315, 0.428, 0.393, 0.318, 0.214, 0.482, 0.401, -0.197, 0.103, 0.114, 0.225, 0.237, -0.792, -0.303, -0.788, -0.544, -0.213, -0.990, -0.414, -0.304, -0.519, 0.289, 0.334, 0.259, 0.338, 0.449, 0.335, 0.317, 0.342, 0.438, 0.336, 0.466, 0.347, 0.155, 0.089, 0.455, -0.369, -0.462, 0.019, -1.342, 0.097, -0.929, -0.624, -0.268, -0.725, 0.299, -0.077, 0.311, -0.009, 0.594, 0.421, 0.401, 0.285, 0.415, 0.393, 0.444, 0.337, 0.234, 0.342, 0.249, -0.208, -0.489, -0.202, 0.001, -0.274, -0.154, -0.707, -0.393, -0.710, 0.365, 0.055, 0.113, -0.141, 0.371, -0.346, 0.519, 0.341, 0.584, -0.290, 0.463, 0.291, 0.317, 0.263, 0.238, -0.654, -0.314, -0.364, -0.533, -0.320, -0.419, -0.682, -0.054, -0.414, 0.325, 0.187, 0.253, 0.298, 0.292, 0.210, 0.316, 0.179, 0.480, 0.124, 0.319, 0.372, -0.471, 0.500, 0.305, -0.703, -0.324, -0.894, -0.523, -0.315, -0.685, -0.654, -0.233, -0.792, 0.354, -0.009, 0.334, 0.342, 0.384, 0.472, 0.409, 0.299, 0.341, 0.357, 0.331, 0.465, 0.217, 0.317, 0.313, -0.389, 0.447, 0.032, -0.632, 0.396, 0.490]
}

***

No. 3
{
  "formula": "C10H14N2O2",
  "method": "the ωB97M-V functional and the def2-TZVPD basis",
  "e_above_lowest_kcal_mol": 47.0,
  "multiplicity": 3,
  "gap_ev": [5.68, 6.67],
  "homo_ev": [-5.03, -8.65],
  "symbols": ["C", "C", "C", "C", "C", "C", "C", "C", "C", "C", "N", "N", "O", "O", "H", "H", "H", "H", "H", "H", "H", "H", "H", "H", "H", "H", "H", "H"],
  "coordinates": [[-1.679, -0.068, 0.366], [-2.387, -0.216, -0.743], [-0.160, -0.051, 0.009], [-3.850, 0.065, -0.494], [-1.376, -0.421, -1.880], [3.062, -0.409, 1.547], [2.912, -1.124, 0.250], [-3.727, 0.394, 1.142], [2.183, 0.203, 0.515], [2.500, 1.370, -0.433], [-0.075, -0.196, -1.290], [0.825, 0.129, 0.938], [-2.333, 0.446, 1.460], [2.338, 1.036, -1.764], [-4.192, 0.906, -1.050], [-4.639, -0.732, -0.408], [-1.622, -1.404, -2.330], [-1.528, 0.329, -2.782], [2.299, -0.849, 2.300], [3.979, 0.132, 1.940], [3.672, -1.157, -0.606], [2.342, -2.015, 0.303], [-4.046, 1.376, 1.465], [-4.110, -0.402, 1.751], [3.589, 1.675, -0.219], [1.893, 2.287, -0.288], [0.526, 0.725, 1.708], [1.422, 0.553, -1.714]],
  "nbo_charge": [0.216, 0.011, 0.364, -0.465, -0.248, -0.416, -0.412, -0.066, 0.045, -0.066, -0.547, -0.609, -0.412, -0.763, 0.230, 0.226, 0.197, 0.190, 0.227, 0.227, 0.243, 0.219, 0.197, 0.184, 0.167, 0.166, 0.397, 0.499]
}